[1]
The following is a DFT calculation (ωB97M-V with the def2-TZVPD basis set) of a molecular structure, C9H6AlN2O4 at a distorted geometry.

Cartesian coordinates (Å):
Al (-0.197161, -0.536585, -1.955012)
O (-0.756205, 2.539769, -2.159521)
C (-0.574853, 1.413954, -2.213942)
C (1.609638, -1.207539, -2.203717)
O (2.698903, -1.585380, -2.179725)
C (-1.700930, -1.766409, -2.160189)
O (-2.585828, -2.505497, -2.169882)
C (-0.222919, -0.523817, -4.104402)
O (-0.220066, -0.520770, -5.253497)
N (0.207159, 0.781717, 3.888126)
C (0.172623, 0.512303, 2.574309)
C (1.339053, 0.237027, 1.844251)
C (1.282374, -0.049857, 0.490367)
N (0.094717, -0.078736, -0.092343)
C (-1.065730, 0.198330, 0.506051)
C (-1.044207, 0.488020, 1.856038)
H (1.043811, 0.792386, 4.387450)
H (-0.604687, 0.968873, 4.393991)
H (2.310533, 0.236071, 2.324079)
H (2.216864, -0.261547, -0.068680)
H (-2.018195, 0.175398, -0.056622)
H (-1.984887, 0.692292, 2.352861)

Force components x, y, z for each atom (eV/Å):
Al 0.407 1.571 1.704
O 0.713 -4.023 -0.298
C -1.186 5.565 0.212
C 7.484 -2.868 0.191
O -5.258 1.781 -0.376
C -5.969 -5.025 0.457
O 4.374 3.657 -0.119
C -0.028 -0.158 -6.206
O -0.014 0.039 4.945
N -0.140 -0.613 -3.058
C -0.127 0.294 1.627
C 1.366 -0.375 -1.351
C 1.532 0.326 2.962
N -0.848 -1.422 -5.236
C -0.664 0.586 3.066
C -1.398 -0.022 -1.125
H 1.613 0.015 0.868
H -1.539 0.341 0.884
H -0.049 0.069 0.050
H -0.861 0.210 0.457
H 0.548 0.012 0.284
H 0.045 0.041 0.063

Computed properties:
- net charge = +3
- F_max (Eh/bohr) = 0.15590
- DFT total energy (a.u.) = -998.30147

Atom charges from the Löwdin analysis, given in e for atoms 1 to 6: Al 0.175; O 0.359; C 0.148; C 0.155; O 0.366; C 0.182



[2]
The following is a DFT calculation (ωB97M-V with the def2-TZVPD basis set) of 2 unconnected molecules or ions with the total composition C36H50N2O5 at a distorted geometry.

Cartesian coordinates (Å):
C (1.285253, -1.884940, 4.533152)
C (1.319210, -2.120878, 3.047501)
O (2.588189, -1.640345, 2.572257)
C (2.761696, -1.826050, 1.240484)
C (4.100249, -1.422325, 0.855105)
C (4.518387, -1.345065, -0.513214)
O (5.535262, -0.697650, -0.838315)
C (3.720498, -2.031804, -1.610109)
C (2.633424, -1.111551, -2.142129)
C (3.165135, 0.139983, -2.870115)
C (2.785125, 1.472235, -2.201819)
C (3.926536, 2.188961, -1.464299)
C (3.513320, 2.813924, -0.124823)
C (3.483784, 1.822053, 1.048483)
C (4.860954, 1.496073, 1.633205)
C (4.856700, 0.317688, 2.612385)
C (5.040489, -1.065253, 1.963389)
O (1.855366, -2.271347, 0.536472)
H (0.338856, -2.249409, 4.936407)
H (2.100375, -2.423768, 5.030696)
H (1.368236, -0.815957, 4.761306)
H (1.248578, -3.187178, 2.810576)
H (0.523074, -1.579101, 2.525600)
H (4.421464, -2.303477, -2.410891)
H (3.263367, -2.925688, -1.178388)
H (1.990709, -1.692662, -2.819749)
H (1.997311, -0.830047, -1.291116)
H (4.256435, 0.064095, -2.978383)
H (2.733908, 0.128349, -3.881665)
H (2.427699, 2.145340, -2.996891)
H (1.935082, 1.314752, -1.526059)
H (4.769441, 1.499383, -1.310762)
H (4.294018, 2.988231, -2.124304)
H (4.207678, 3.630405, 0.109704)
H (2.510765, 3.246750, -0.222415)
H (2.856117, 2.233318, 1.856717)
H (2.994649, 0.884678, 0.743566)
H (5.574783, 1.294166, 0.822184)
H (5.222160, 2.391845, 2.163664)
H (5.700730, 0.447846, 3.303345)
H (3.934270, 0.314262, 3.212216)
H (4.949399, -1.834327, 2.747527)
H (6.047694, -1.117610, 1.534727)
C (0.397874, -8.914024, 6.008787)
C (0.285797, -7.650944, 5.168701)
N (-0.829371, -7.858091, 4.238967)
C (-0.926358, -6.911386, 3.193066)
C (-0.710804, -5.534019, 3.417813)
C (-0.750051, -4.659189, 2.350277)
C (-0.774553, -5.136656, 1.004461)
C (-0.423294, -4.256180, -0.042228)
C (-0.336913, -4.621588, -1.416380)
C (0.240279, -5.853340, -1.833352)
C (0.336715, -6.188783, -3.171007)
C (-0.212168, -5.340848, -4.155184)
N (-0.126021, -5.657198, -5.530417)
C (1.153132, -6.225327, -5.969210)
C (1.138498, -6.341973, -7.488320)
O (0.026422, -7.136716, -7.916613)
C (-1.220947, -6.531643, -7.569874)
C (-1.343657, -6.271602, -6.069914)
C (-0.864139, -4.149087, -3.755694)
C (-0.849742, -3.761855, -2.430212)
C (-1.164124, -6.506551, 0.817210)
C (-1.261498, -7.363634, 1.894594)
C (-2.110026, -8.127843, 4.899387)
C (-1.949297, -9.311618, 5.843461)
O (-0.823003, -9.167359, 6.713843)
H (0.671383, -9.757297, 5.344554)
H (1.153414, -8.788286, 6.799202)
H (0.091351, -6.782900, 5.825576)
H (1.206966, -7.484966, 4.598314)
H (-0.537164, -5.170217, 4.434470)
H (-0.710909, -3.580597, 2.517950)
H (-0.263148, -3.209216, 0.211635)
H (0.625011, -6.535605, -1.075861)
H (0.800955, -7.133733, -3.459621)
H (1.961822, -5.553636, -5.650662)
H (1.322292, -7.225513, -5.530398)
H (1.110154, -5.323994, -7.926105)
H (2.023175, -6.891025, -7.843629)
H (-1.361615, -5.571731, -8.104103)
H (-1.979510, -7.265906, -7.878726)
H (-1.538887, -7.237474, -5.559100)
H (-2.174927, -5.584327, -5.869156)
H (-1.324144, -3.523065, -4.524911)
H (-1.280968, -2.806780, -2.120924)
H (-1.350875, -6.874224, -0.191124)
H (-1.518422, -8.415959, 1.754301)
H (-2.423748, -7.238579, 5.484007)
H (-2.854852, -8.345396, 4.126675)
H (-2.817774, -9.366876, 6.518173)
H (-1.870463, -10.232658, 5.233832)

Force components x, y, z for each atom (eV/Å):
C 0.007 0.043 0.234
C 0.847 0.336 -0.111
O -1.386 -0.477 0.861
C 2.783 0.432 -1.171
C -1.634 -0.706 0.181
C 0.423 0.389 0.139
O -0.166 -0.453 0.004
C 0.169 -0.180 0.317
C -0.279 0.013 -0.006
C -0.242 -0.190 -0.226
C -0.011 0.167 -0.326
C 0.263 0.127 0.018
C 0.021 -0.212 0.096
C -0.187 -0.078 0.071
C 0.048 0.170 -0.069
C 0.261 -0.069 0.155
C 0.217 0.232 -0.151
O -1.206 -0.369 -0.114
H -0.059 0.023 0.106
H -0.125 0.168 -0.097
H 0.025 -0.234 -0.021
H -0.002 0.137 0.005
H -0.055 -0.144 0.053
H -0.095 0.051 0.180
H 0.023 -0.013 -0.261
H 0.052 0.083 0.064
H 0.111 -0.001 -0.270
H -0.264 0.084 0.024
H 0.217 0.047 0.118
H -0.072 -0.058 0.307
H 0.094 -0.018 -0.041
H -0.233 0.132 0.032
H 0.057 -0.155 0.159
H -0.131 -0.017 0.091
H 0.104 0.145 -0.098
H 0.123 -0.064 -0.143
H 0.086 0.211 -0.075
H -0.136 -0.034 0.141
H -0.036 -0.119 -0.162
H -0.177 0.016 0.073
H 0.207 0.118 -0.119
H 0.190 0.243 -0.125
H -0.042 0.043 0.147
C -0.057 0.017 0.364
C -0.532 0.078 0.228
N 0.155 0.219 -0.653
C 0.112 0.142 -0.034
C -0.174 -0.237 -0.157
C 0.456 0.203 -0.149
C -0.265 -0.297 0.320
C -0.648 -0.106 0.266
C 0.349 -0.489 -1.028
C -0.272 0.218 0.296
C -0.132 0.214 -0.136
C -0.114 0.078 0.290
N 0.171 0.523 0.083
C -0.341 -0.368 0.022
C -0.094 -0.291 -0.010
O -0.103 0.684 0.315
C 0.174 0.026 -0.063
C 0.259 -0.446 0.163
C 0.228 -0.328 -0.112
C 0.066 0.000 0.521
C 0.292 0.107 0.124
C 0.023 0.209 -0.067
C 0.286 0.181 0.380
C 0.040 -0.124 0.170
O -0.006 0.072 -0.731
H -0.175 0.184 0.337
H -0.160 -0.112 -0.395
H 0.199 -0.201 -0.032
H -0.198 -0.002 0.107
H -0.158 -0.082 -0.408
H 0.178 -0.414 -0.082
H -0.031 0.012 -0.007
H 0.098 0.241 -0.244
H -0.083 0.382 0.099
H -0.202 -0.181 -0.030
H 0.068 0.152 -0.206
H -0.079 -0.442 -0.001
H -0.208 0.380 0.140
H 0.147 -0.394 -0.023
H 0.112 0.458 0.046
H -0.014 0.268 -0.078
H 0.043 -0.275 -0.082
H 0.263 -0.142 0.291
H 0.141 -0.245 -0.193
H 0.001 0.079 0.319
H 0.092 0.343 0.061
H -0.028 -0.196 -0.224
H 0.010 0.041 0.226
H 0.252 -0.147 -0.370
H 0.069 0.189 0.353

Computed properties:
- net charge = 0
- F_max (Eh/bohr) = 0.05932
- DFT total energy (a.u.) = -1887.33197

Atom charges from the Löwdin analysis, given in e for atoms 1 to 6: C -0.066; C -0.257; O -0.042; C -0.472; C -0.117; C -0.391



- The lowest F_max belongs to which entry?
  C36H50N2O5



- The lowest DFT total energy belongs to which entry?
  C36H50N2O5